17
Properties=species:S:1:pos:R:3 method="wB97M-V/def2-TZVPD" e_above_lowest_ev=0.297 homo_energy_ev=-9.5 smiles=NCO.O.O.O multiplicity=1 lumo_energy_ev=0.53 max_force_ev_per_a=1.13
N -2.31054 0.30249 -0.42910
C -2.04733 -0.91491 0.31729
O -1.53033 -0.68292 1.62830
H -3.15822 0.74056 -0.09548
H -1.52833 0.93437 -0.24140
H -1.34630 -1.48122 -0.30249
H -2.95881 -1.47563 0.51233
H -0.63965 -0.31701 1.45421
O 0.69996 1.07458 1.32660
H 0.79091 1.73499 2.02070
H 1.55175 1.10365 0.86461
O 1.34465 -0.69554 -1.92079
H 0.45193 -0.50285 -1.60900
H 1.29336 -1.57189 -2.31386
O 3.05772 0.49347 -0.03133
H 2.68188 0.07430 -0.83196
H 3.64736 1.18356 -0.34863